1.
Molecular formula: C9H10N2O4
Method: DFT, the ωB97M-V functional and the def2-TZVPD basis

```
25
Properties=species:S:1:pos:R:3:forces:R:3
C -2.5588 -0.6067 -1.3676 -1.03 -0.90 -0.94
C -1.6547 -1.5656 -1.8199 0.48 1.65 0.37
C -2.1990 0.4092 -0.4890 2.06 -0.92 -1.51
C -0.2828 -1.4405 -1.4986 -0.83 -2.11 -0.69
C -0.8529 0.5378 -0.0600 -0.60 -2.51 -0.63
C -0.0568 -0.4787 -0.6158 0.91 2.09 2.22
C -0.5035 1.5966 0.9149 1.76 -0.54 -1.73
C 2.5596 0.3949 1.4891 2.34 -0.51 0.98
C 2.4701 -0.2846 0.1565 -2.08 -0.36 2.12
N 2.4619 0.4248 -1.0407 0.59 2.20 -0.85
N 2.8114 -1.6739 0.1845 0.35 -1.16 -0.72
O 2.7641 -0.1317 -2.0697 0.00 0.12 -0.55
O 2.5488 -2.3427 -0.8228 0.52 0.10 1.59
O 2.1983 1.6567 -0.9570 0.21 -1.55 -0.05
O 3.3315 -2.0934 1.2360 -0.84 0.28 -1.59
H -3.5715 -0.6898 -1.8348 0.82 0.42 0.80
H -1.9022 -2.2744 -2.5704 -0.43 -0.62 -0.31
H -2.7346 1.3047 -0.4775 -1.45 1.03 0.81
H 0.3267 -2.2553 -1.9202 0.44 0.97 0.56
H -0.8287 1.3624 1.8932 -0.69 0.03 0.94
H 0.5838 1.5831 0.9004 -0.20 0.79 0.25
H -0.8888 2.4902 0.4563 -0.08 0.77 0.56
H 2.4199 1.4473 1.3635 0.01 0.48 0.03
H 3.5802 0.2082 2.0702 -1.83 0.35 -1.68
H 1.8467 -0.0125 2.1907 -0.42 -0.10 0.03
```
Positions in Å, forces in eV/Å.

HOMO-LUMO gap (spin up / spin down) = 8.06 / 6.75 eV
E_LUMO (spin up / spin down) = -1.61 / -2.51 eV
Relative energy (zero: lowest compared OMol25 entry of this formula, charge and spin) = 922.9 kJ/mol
DFT total energy = -20654.9325 eV
HOMO level (spin up / spin down) = -0.35529 / -0.34059 Eh

Mulliken atomic charge list, values in e, 4 entries: -0.3662 -0.7558 -0.8053 0.0488

2.
Molecular formula: C9H10N2OS
Method: DFT, the ωB97M-V functional and the def2-TZVPD basis

```
23
Properties=species:S:1:pos:R:3:forces:R:3
C 2.6225 1.1621 -3.2406 -0.68 -0.04 1.79
C 1.7994 0.7025 -2.0293 -1.18 0.27 -0.23
C 2.3460 0.5591 -0.7534 0.57 0.23 -2.06
C 1.5993 0.0570 0.2454 -1.74 -0.31 2.69
C 0.1909 -0.1769 0.1628 1.96 1.49 -0.77
C -0.6668 -0.5629 1.2712 -0.26 -1.61 1.45
S -0.2091 -1.5870 2.4959 0.34 0.60 -0.79
O -1.9292 -0.1756 1.0835 1.95 1.28 -0.68
C -3.1064 -0.4471 1.6936 0.02 -1.50 1.51
N -3.5010 -0.8431 2.8173 0.06 0.24 1.87
N -2.7986 -0.8785 3.9963 -1.40 -0.61 0.76
C -0.3671 0.0681 -1.0702 -1.39 -0.88 -0.36
C 0.4256 0.4024 -2.1787 1.12 -0.47 1.38
H 2.5613 0.3210 -3.9027 -0.01 0.15 -1.15
H 2.2582 2.1431 -3.5693 -0.14 -0.59 -0.51
H 3.6551 1.3141 -2.9670 0.38 -0.12 0.17
H 3.4038 0.7626 -0.7179 0.18 0.03 0.75
H 2.0040 -0.0198 1.2388 0.40 -0.31 0.22
H -3.8219 -0.3882 0.9592 -1.71 0.21 -1.57
H -3.3043 -1.4058 4.8115 1.45 1.28 -2.65
H -1.7947 -0.9880 3.8446 -0.23 -0.38 0.63
H -1.4634 -0.1843 -1.0451 1.21 0.55 -1.11
H 0.0962 0.1653 -3.1459 -0.90 0.52 -1.32
```
Positions in Å, forces in eV/Å.

SMILES = Cc1ccc(C(=S)O/C=N\N)cc1
HOMO-LUMO gap = 7.94 eV
E_LUMO = -0.56 eV
Relative energy (zero: lowest compared OMol25 entry of this formula, charge and spin) = 278.5 kJ/mol
DFT total energy = -25355.3651 eV
HOMO level = -0.31220 Eh

Mulliken atomic charge list, values in e, 4 entries: -1.3546 0.8794 -0.6925 -0.4927

3.
Molecular formula: C9H10N3O6S
Method: DFT, the ωB97M-V functional and the def2-TZVPD basis

```
29
Properties=species:S:1:pos:R:3:forces:R:3
O -2.4897 -4.1853 2.0935 0.97 0.83 -0.63
N -1.7323 -3.7971 1.1791 0.14 -0.60 -0.56
O -1.5307 -4.4911 0.1509 -0.18 1.00 1.01
C -1.0631 -2.5442 1.2387 -0.86 0.59 1.96
C -1.1352 -1.6291 2.2923 -0.17 -0.60 -1.36
C -0.5257 -0.4067 1.9590 0.19 1.67 0.39
N -0.5811 0.6911 2.8674 -0.20 -0.58 0.06
O 0.0843 1.7504 2.6226 -0.79 -1.35 -0.27
O -1.3147 0.5781 3.8802 1.11 0.45 -1.16
C 0.3766 -0.3863 0.6684 -0.50 -1.66 2.30
S -0.2301 -1.8719 -0.1328 0.78 -1.10 -1.92
H -1.6337 -1.8488 3.2393 0.20 0.27 -0.44
H 1.4022 -0.3881 1.0226 0.46 -0.56 -0.22
O 2.5079 -0.7506 -1.6991 0.53 -0.52 0.37
C 2.6324 0.2041 -0.9199 1.00 0.75 0.27
C 1.5378 1.2464 -1.1299 -0.18 0.52 -0.02
C 0.9898 1.4147 -2.5466 0.51 -0.50 0.26
C -0.5245 1.5151 -2.3942 -0.13 0.16 -0.02
C -0.8948 1.1748 -0.9496 0.36 0.98 0.97
N 0.3776 0.7844 -0.2072 -1.31 2.22 -0.37
O 3.4104 0.4944 0.0266 -0.37 -0.79 -0.74
H 1.7776 2.2550 -0.7395 0.16 -0.68 0.04
H 1.4447 2.3147 -2.9901 -0.25 -0.30 0.15
H 1.2836 0.5437 -3.1593 -0.14 0.35 0.44
H -0.8597 2.5309 -2.6155 -0.19 -0.21 -0.11
H -0.9820 0.8091 -3.0743 -0.36 0.03 -0.15
H -1.1337 2.0838 -0.3659 -0.72 -0.39 -0.66
H -1.6710 0.4223 -0.8504 0.17 -0.07 0.19
H 0.4772 1.4864 0.5336 -0.24 0.09 0.22
```
Positions in Å, forces in eV/Å.

HOMO-LUMO gap = 6.63 eV
E_LUMO = 2.07 eV
Total charge = -1
DFT total energy = -37080.6078 eV
HOMO level = -0.16777 Eh

Mulliken atomic charge list, values in e, 4 entries: -0.6506 0.9375 -0.6490 -0.2466

4.
Molecular formula: C9H10NP
Method: DFT, the ωB97M-V functional and the def2-TZVPD basis

```
21
Properties=species:S:1:pos:R:3:forces:R:3
C 2.1008 -1.0613 1.4681 2.20 -0.06 3.13
C 2.3489 -1.2731 0.1495 0.49 -0.53 -1.97
C 0.9720 -0.4225 1.9225 -0.40 -0.82 0.06
C 1.3721 -1.0473 -0.7894 -2.45 -0.59 -1.28
C -0.0373 -0.1946 1.0073 -0.67 -0.27 -0.71
C 0.0845 -0.5921 -0.3284 1.74 0.30 -0.98
C -1.5289 1.6852 0.3881 -0.32 2.49 2.71
C -1.6672 1.6650 -0.8623 1.82 -4.15 -2.70
C -1.1786 0.6416 1.4049 0.29 0.58 2.03
N -0.9414 -0.3814 -1.2146 -1.63 2.42 0.71
P -0.8863 -0.7593 -2.8585 0.30 1.71 -0.53
H 2.9259 -1.3661 2.1960 -1.26 0.62 -0.94
H 3.3330 -1.6010 -0.1689 -0.13 -0.25 0.08
H 0.7467 -0.2243 2.9818 0.54 0.02 -0.52
H 1.2978 -1.3893 -1.8986 1.17 0.75 2.03
H -1.7107 2.7034 0.7867 -0.01 -0.38 0.16
H -1.6744 2.1334 -1.8375 -0.29 -0.08 0.40
H -2.1040 0.2274 1.7866 -0.40 -0.89 -0.65
H -0.8029 1.0334 2.3962 -0.58 0.74 -1.19
H -0.4386 0.5811 -3.4399 -0.12 -1.38 0.37
H -2.2113 -0.3583 -3.0894 -0.29 -0.21 -0.22
```
Positions in Å, forces in eV/Å.

HOMO-LUMO gap (spin up / spin down) = 7.57 / 7.57 eV
E_LUMO (spin up / spin down) = -0.03 / -0.03 eV
Relative energy (zero: lowest compared OMol25 entry of this formula, charge and spin) = 283.2 kJ/mol
DFT total energy = -20269.3618 eV
HOMO level (spin up / spin down) = -0.27940 / -0.27939 Eh

Mulliken atomic charge list, values in e, 4 entries: -0.4076 -0.6754 -0.8239 -0.2429

5.
Molecular formula: C9H10NiO7
Method: DFT, the ωB97M-V functional and the def2-TZVPD basis

```
27
Properties=species:S:1:pos:R:3:forces:R:3
Ni 0.0800 0.1049 0.3344 0.00 0.00 -0.29
O 4.3876 4.4059 0.0112 0.01 0.00 -0.01
C 3.5425 3.5593 0.0346 0.04 0.08 -0.06
C 2.0283 3.7955 -0.0422 0.07 0.17 0.01
O 1.4900 4.8583 -0.2152 -0.07 -0.04 0.01
C 1.4103 2.4595 0.1286 0.00 -0.20 0.02
C 2.4309 1.4442 0.2653 -0.22 -0.04 -0.02
O 2.1135 0.2465 0.4248 -0.07 -0.11 -0.05
C 3.7801 2.0477 0.1425 0.18 0.08 0.06
O 4.8515 1.5004 0.1106 -0.05 -0.08 0.03
O 0.2008 2.1462 0.1496 -0.13 -0.06 0.10
C -2.7584 1.0456 -0.4388 -0.01 0.13 0.00
O -2.0043 -0.0875 -0.0138 0.13 0.04 0.10
C -2.3442 -1.2790 -0.7018 0.19 -0.17 -0.02
C -1.4385 -2.3738 -0.1648 -0.13 0.13 -0.01
O -0.0717 -1.9856 -0.2010 0.05 0.20 0.08
C 0.5683 -2.1691 -1.4661 0.00 -0.04 -0.02
H -3.8211 0.8802 -0.2485 0.01 -0.02 0.02
H -2.6038 1.2362 -1.5038 0.03 -0.04 0.00
H -2.4008 1.8983 0.1300 0.00 -0.01 -0.01
H -2.2064 -1.1396 -1.7802 -0.02 0.04 0.00
H -3.3892 -1.5418 -0.5131 -0.02 0.01 -0.03
H -1.5858 -3.2975 -0.7297 -0.02 -0.03 0.03
H -1.6699 -2.5502 0.8854 0.02 -0.03 0.00
H 0.4304 -3.1986 -1.8042 0.03 -0.01 0.03
H 1.6238 -1.9651 -1.3103 0.00 0.00 0.00
H 0.1775 -1.4825 -2.2211 -0.03 0.00 0.02
```
Positions in Å, forces in eV/Å.

Multiplicity = 3
HOMO-LUMO gap (spin up / spin down) = 8.11 / 5.88 eV
E_LUMO (spin up / spin down) = -0.21 / -2.27 eV
DFT total energy = -64868.0708 eV
HOMO level (spin up / spin down) = -0.30556 / -0.29948 Eh

Mulliken atomic charge list, values in e, 4 entries: 0.5186 -0.5069 0.4854 0.0235

6.
Molecular formula: C9H10O2S2
Method: DFT, the ωB97M-V functional and the def2-TZVPD basis

```
23
Properties=species:S:1:pos:R:3:forces:R:3
C -3.8158 -0.3222 0.4384 -0.57 0.14 -0.44
C -2.5614 -0.7213 0.8617 4.85 1.64 -0.16
C -3.6627 0.5579 -0.6007 -2.24 -0.65 0.67
C -1.6854 0.0293 0.0333 1.30 -1.27 1.01
C 0.0988 1.6377 -0.3459 -0.41 -0.92 1.87
C 2.8132 -0.9101 -0.0581 1.30 0.05 2.51
C 2.1792 -0.3150 -1.2224 -1.79 0.33 -2.14
C 2.2959 -0.2905 1.3256 0.20 -0.95 -2.02
C -0.1524 0.1678 -0.0337 -2.97 2.45 1.55
O 0.1838 2.4482 0.5513 0.56 0.37 -0.74
O -2.3781 0.7926 -0.8371 0.75 -0.20 -0.34
S 0.4889 -0.9183 -1.5791 1.19 -1.80 -1.52
S 0.4610 -0.4309 1.5231 1.30 -0.43 0.23
H -4.6611 -0.7557 0.8927 -1.31 0.12 -0.02
H -2.0514 -1.1320 1.7802 -1.55 -0.16 -1.15
H -4.4239 1.0235 -1.2193 0.49 0.03 0.08
H 0.1143 1.8566 -1.4110 0.01 0.53 -0.52
H 2.6018 -1.9832 -0.0434 0.20 0.01 0.02
H 3.9426 -0.7804 -0.2749 -1.54 -0.14 1.11
H 2.0115 0.7691 -1.2252 0.73 -0.03 0.21
H 2.7729 -0.6454 -2.0599 -0.07 0.35 -0.69
H 2.8155 -0.8042 2.1165 -0.35 -0.38 0.54
H 2.6128 0.7267 1.3878 -0.07 0.92 -0.06
```
Positions in Å, forces in eV/Å.

Multiplicity = 3
HOMO-LUMO gap (spin up / spin down) = 5.65 / 5.39 eV
E_LUMO (spin up / spin down) = 0.55 / -2.95 eV
Relative energy (zero: lowest compared OMol25 entry of this formula, charge and spin) = 0.0 kJ/mol
DFT total energy = -35254.4318 eV
HOMO level (spin up / spin down) = -0.18717 / -0.30628 Eh

Mulliken atomic charge list, values in e, 4 entries: -0.3296 -0.6245 -0.6307 -0.6685

7.
Molecular formula: C9H10O3
Method: DFT, the ωB97M-V functional and the def2-TZVPD basis

```
22
Properties=species:S:1:pos:R:3:forces:R:3
C -2.9929 0.0164 -0.1297 0.00 0.06 -0.05
C -1.6858 0.0542 0.6264 -0.05 0.70 0.60
O -1.4254 0.9136 1.4370 -0.27 -0.75 -0.47
C -0.6318 -1.0536 0.3603 0.31 -0.28 0.06
C -0.9541 -2.1322 -0.6527 0.04 -0.14 0.04
O 0.4087 -1.0234 0.9689 -0.64 -0.32 -0.16
H -2.8232 0.0711 -1.2105 0.04 -0.03 0.12
H -3.6131 0.8584 0.1772 0.11 -0.07 0.01
H -3.5296 -0.9154 0.0676 0.06 0.02 -0.01
H -1.8557 -2.6935 -0.3594 0.25 0.23 -0.07
H -0.1081 -2.8220 -0.7114 -0.16 0.13 0.01
H -1.1402 -1.7021 -1.6438 -0.01 -0.02 0.17
C -0.4898 3.3067 -0.4505 -0.26 0.31 -0.18
C 0.3941 2.5324 -0.1785 0.17 -0.03 -0.02
C 1.4139 1.6339 0.1406 -0.80 1.00 -0.31
C 2.2895 0.8694 0.4253 0.72 -0.41 0.07
C 3.3539 -0.1079 0.7154 -0.24 0.17 0.38
O 4.1691 -0.3821 -0.4050 -0.05 -0.10 -0.17
H -1.2830 4.0150 -0.6926 0.75 -0.68 0.25
H 2.8993 -1.0166 1.1287 -0.04 0.11 -0.14
H 4.0149 0.2831 1.4890 0.00 0.10 -0.04
H 3.5893 -0.7054 -1.1023 0.10 0.00 -0.07
```
Positions in Å, forces in eV/Å.

SMILES = CC(=O)C(C)=O.C#CC#CCO
HOMO-LUMO gap = 8.82 eV
E_LUMO = -0.26 eV
Relative energy (zero: lowest compared OMol25 entry of this formula, charge and spin) = 492.6 kJ/mol
DFT total energy = -15632.8961 eV
HOMO level = -0.33380 Eh

Mulliken atomic charge list, values in e, 4 entries: -1.3042 0.7893 -0.4690 0.6738

8.
Molecular formula: C9H10O3
Method: DFT, the ωB97M-V functional and the def2-TZVPD basis

```
22
Properties=species:S:1:pos:R:3:forces:R:3
C -3.6685 -1.4354 -0.1074 -1.93 1.70 2.23
O -2.2160 -1.1513 0.0852 -1.95 -2.56 -0.28
C -2.0092 0.1257 0.1123 0.28 1.53 -0.12
O -2.9313 0.8959 -0.0073 0.26 1.51 0.34
C -0.5692 0.5357 0.1981 -2.08 2.41 -2.28
C -0.2955 1.9394 0.0026 1.69 -2.66 0.98
C 1.1337 2.0822 0.0335 -0.74 3.69 -1.61
C 2.1757 1.0982 -0.1711 -0.30 1.52 2.46
C 1.6852 -0.2006 -0.1135 3.54 -1.19 -0.79
O 2.4626 -1.4083 -0.1693 2.66 2.66 0.79
C 4.0119 -1.1905 0.1809 -0.01 -1.45 -0.22
C 0.3555 -0.4184 -0.0766 0.77 3.89 1.53
H -3.8114 -2.5312 -0.4128 0.46 2.01 -0.01
H -4.1243 -0.4126 -0.7149 1.15 -3.80 1.32
H -4.2137 -1.3252 1.0429 1.61 -0.31 -3.29
H -1.1421 2.6961 -0.1719 1.84 -1.10 0.79
H 1.3373 3.2198 0.0185 0.69 -2.00 0.00
H 3.2851 1.3969 0.0246 -2.32 -0.56 -0.88
H 4.7060 -1.0841 -0.8957 -2.32 -0.10 3.31
H 4.3165 -2.3305 0.7175 -0.92 3.80 -1.59
H 4.1677 -0.2221 0.9609 -0.47 -3.01 -2.28
H 0.0386 -1.3157 -0.1908 -1.91 -5.99 -0.39
```
Positions in Å, forces in eV/Å.

SMILES = COC(=O)c1cccc(OC)c1
HOMO-LUMO gap = 9.26 eV
E_LUMO = 0.45 eV
Relative energy (zero: lowest compared OMol25 entry of this formula, charge and spin) = 543.0 kJ/mol
DFT total energy = -15632.3743 eV
HOMO level = -0.32377 Eh

Mulliken atomic charge list, values in e, 4 entries: -0.6461 -0.3053 0.7047 -0.6624